Record 1
This record from OMol25 describes a molecular structure, C23H27CsI2N4O5S3. The level of theory is the ωB97M-V functional and the def2-TZVPD basis.

Geometry as XYZ:
```
65
C23H27CsI2N4O5S3 (the ωB97M-V functional and the def2-TZVPD basis)
Cs 0.46 1.49 -1.29
C 3.98 -0.93 -4.66
N 2.56 -0.74 -4.41
C 1.82 -0.17 -5.53
C 2.00 -0.67 -3.18
O 0.82 -0.41 -3.00
C 2.91 -1.01 -2.01
O 2.13 -1.09 -0.83
C 2.88 -0.79 0.31
C 1.94 -0.74 1.50
O 0.74 -0.65 1.38
N 2.53 -0.80 2.74
C 3.95 -0.78 3.00
C 1.69 -0.78 3.92
H 4.09 -1.60 -5.51
H 4.48 -1.37 -3.80
H 4.46 0.03 -4.88
H 2.13 -0.67 -6.45
H 2.02 0.90 -5.61
H 0.75 -0.31 -5.36
H 3.64 -0.19 -1.93
H 3.44 -1.96 -2.18
H 3.38 0.19 0.20
H 3.66 -1.55 0.46
H 4.53 -0.65 2.09
H 4.27 -1.70 3.50
H 4.19 0.06 3.66
H 0.66 -0.81 3.60
H 1.87 0.14 4.50
H 1.91 -1.64 4.55
I -6.45 5.32 3.02
C -4.76 4.20 2.41
C -3.51 4.55 2.89
C -2.41 3.83 2.46
I -0.49 4.24 3.21
C -2.49 2.78 1.51
O -1.46 2.15 1.07
C -3.82 2.43 1.09
C -3.97 1.26 0.16
N -2.98 0.23 0.49
C -3.20 -0.52 1.75
C -2.61 -1.86 1.45
C -2.24 -2.89 2.24
C -1.80 -4.12 1.68
C -1.82 -4.22 0.27
C -2.19 -3.20 -0.55
N -2.54 -1.94 0.02
C -4.92 3.13 1.54
H -3.39 5.36 3.60
H -3.79 1.52 -0.88
H -4.98 0.83 0.23
H -2.08 0.85 0.62
H -4.29 -0.58 1.93
H -2.74 -0.01 2.59
H -2.30 -2.76 3.31
H -1.48 -4.94 2.31
H -1.54 -5.15 -0.20
H -2.21 -3.24 -1.62
H -5.91 2.84 1.21
S 4.91 2.59 -4.07
C 3.54 2.61 -3.07
S 2.01 3.04 -3.69
S 3.70 2.20 -1.40
O -2.92 -0.50 -1.78
C -2.79 -0.82 -0.61
```

As for the electronic energy: -89742.9297 eV. The energy above the lowest of the compared OMol25 structures with the same formula, charge and spin is 243.1 kJ/mol. As for the frontier orbital gap: 0.1382 Ha. Its spin multiplicity is 1. The value obtained for the HOMO energy is -0.65 eV. Its net charge is -2.

Record 2
This record from OMol25 describes a molecular structure, C7H11N2O. The level of theory is the ωB97M-V functional and the def2-TZVPD basis.

Geometry as XYZ:
```
21
C7H11N2O (the ωB97M-V functional and the def2-TZVPD basis)
C 0.45 -0.31 -0.22
C 1.26 1.10 -0.27
C 2.64 0.31 0.02
C -2.70 1.53 -0.38
C 1.77 -2.44 -0.02
C -1.02 -0.37 -0.28
C -1.63 0.78 0.45
N 2.00 1.20 0.86
N 1.39 -1.09 0.03
O 2.33 0.98 -1.15
H -2.98 2.41 0.22
H -2.08 2.04 -1.11
H -3.39 0.71 -0.78
H 1.01 -3.07 -0.33
H 2.66 -2.35 -0.62
H 2.32 -2.79 1.02
H -1.26 -0.32 -1.31
H -1.38 -1.43 -0.08
H -2.16 0.62 1.52
H -0.78 1.48 0.69
H 1.54 1.00 1.75
```

As for the electronic energy: -12448.2858 eV. The energy above the lowest of the compared OMol25 structures with the same formula, charge and spin is 597.4 kJ/mol. As for the frontier orbital gap (alpha / beta): 0.3065 / 0.2761 Ha. Its spin multiplicity is 3. The value obtained for the HOMO energy (alpha / beta) is -12.39 / -15.06 eV. Its net charge is +1.

Record 3
This record from OMol25 describes 5 unconnected molecules or ions with the total composition C3H13N2O7. The level of theory is the ωB97M-V functional and the def2-TZVPD basis.

Geometry as XYZ:
```
25
C3H13N2O7 (the ωB97M-V functional and the def2-TZVPD basis)
O -0.13 1.18 -1.14
C 0.68 0.28 -0.79
N 1.58 0.49 0.16
C 2.77 -0.54 0.83
O 3.28 -1.23 -0.01
O 2.71 -0.36 2.03
C 0.57 -1.03 -1.61
N -0.12 -2.04 -0.83
H 1.37 1.25 0.79
H 0.06 -0.95 -2.59
H 1.56 -1.23 -2.06
H -1.07 -2.13 -1.08
H 0.34 -2.34 0.01
H -1.84 0.82 -2.81
H -2.09 -0.02 -1.58
O -2.56 0.45 -2.28
H -0.79 2.58 0.15
H -2.20 2.33 -0.18
O -1.66 3.00 0.24
H -2.08 2.02 1.99
H -0.62 1.43 2.11
O -1.48 1.45 2.48
H 1.05 -1.75 2.69
H 0.27 -1.51 1.39
O 0.40 -2.15 2.10
```

As for the electronic energy: -20637.1170 eV. As for the frontier orbital gap: 0.3347 Ha. Its spin multiplicity is 1. The value obtained for the HOMO energy is -5.79 eV. Its net charge is -1.

Record 4
This record from OMol25 describes a molecular structure, C25H29N3PPt. The level of theory is the ωB97M-V functional and the def2-TZVPD basis.

Geometry as XYZ:
```
59
C25H29N3PPt (the ωB97M-V functional and the def2-TZVPD basis)
Pt 0.20 -0.55 -0.04
N -0.37 1.68 0.87
C -1.04 1.66 2.14
C -1.25 2.85 2.82
C -1.83 2.85 4.08
C -2.21 1.65 4.66
C -2.03 0.46 3.99
C -1.46 0.45 2.71
P -1.18 -1.11 1.81
C -2.51 -1.22 0.58
C -3.41 -0.20 0.29
C -4.33 -0.37 -0.74
C -4.35 -1.54 -1.47
C -3.48 -2.58 -1.16
C -2.55 -2.41 -0.15
C -1.67 -2.41 2.99
C -3.02 -2.72 3.11
C -3.43 -3.67 4.02
C -2.49 -4.32 4.81
C -1.15 -4.00 4.70
C -0.73 -3.04 3.79
H -0.85 2.32 0.24
H 0.58 2.03 0.99
H -0.95 3.78 2.37
H -1.96 3.79 4.61
H -2.64 1.65 5.64
H -2.32 -0.47 4.45
H -3.40 0.71 0.88
H -5.03 0.42 -0.96
H -5.05 -1.66 -2.29
H -3.51 -3.50 -1.71
H -1.86 -3.21 0.10
H -3.75 -2.21 2.49
H -4.48 -3.91 4.10
H -2.81 -5.07 5.51
H -0.43 -4.49 5.33
H 0.32 -2.79 3.70
C 2.43 1.36 -1.67
C 3.02 0.62 -0.46
C 4.52 0.40 -0.67
C 2.30 -0.70 -0.25
H 2.95 2.30 -1.84
H 1.37 1.56 -1.52
H 2.54 0.75 -2.56
H 2.91 1.25 0.43
H 4.71 -0.23 -1.54
H 4.96 -0.09 0.20
H 5.03 1.35 -0.82
H 2.62 -1.17 0.68
H 2.47 -1.37 -1.10
N -1.52 0.77 -2.83
C -2.14 0.27 -3.92
C -1.84 -1.08 -3.95
C -1.03 -1.29 -2.84
N -0.84 -0.17 -2.17
H -1.52 1.74 -2.55
H -2.73 0.87 -4.57
H -2.15 -1.79 -4.68
H -0.56 -2.20 -2.50
```

As for the electronic energy: -43394.2491 eV. The energy above the lowest of the compared OMol25 structures with the same formula, charge and spin is 202.0 kJ/mol. As for the frontier orbital gap (alpha / beta): 0.2388 / 0.2475 Ha. Its spin multiplicity is 1. The value obtained for the HOMO energy (alpha / beta) is -10.39 / -10.59 eV. Its net charge is +1.

Record 5
This record from OMol25 describes 2 unconnected molecules or ions with the total composition CH8N. The level of theory is the ωB97M-V functional and the def2-TZVPD basis.

Geometry as XYZ:
```
10
CH8N (the ωB97M-V functional and the def2-TZVPD basis)
C -0.23 -1.47 -0.09
H 0.39 -1.28 0.78
H -1.21 -0.99 0.01
H -0.36 -2.55 -0.18
H 0.31 -1.10 -0.97
N 0.22 1.49 0.09
H -0.70 1.15 -0.18
H 0.26 1.63 1.10
H 0.90 0.76 -0.14
H 0.43 2.36 -0.41
```

As for the electronic energy: -2649.8333 eV. The energy above the lowest of the compared OMol25 structures with the same formula, charge and spin is 3.2 kJ/mol. As for the frontier orbital gap: 0.4988 Ha. Its spin multiplicity is 1. The value obtained for the HOMO energy is -17.98 eV. Its net charge is +1.

Record 6
This record from OMol25 describes a single C22H17ClFN3O6 molecule. The level of theory is the ωB97M-V functional and the def2-TZVPD basis.

Geometry as XYZ:
```
50
C22H17ClFN3O6 (the ωB97M-V functional and the def2-TZVPD basis)
O -1.84 -1.70 2.15
C -0.63 -1.38 2.20
O 0.17 -1.50 1.18
C -0.45 -1.81 -0.09
C 0.53 -2.23 -1.11
N -0.08 -1.98 -2.48
C -1.08 -2.64 -3.11
N -1.55 -3.99 -2.96
O -1.10 -4.64 -2.02
O -2.29 -4.46 -3.77
C -1.67 -1.76 -4.01
N -1.03 -0.50 -3.99
C -0.13 -0.65 -3.05
C 0.83 0.51 -2.73
C 0.64 1.82 -2.54
C -0.58 2.68 -3.03
C -0.27 3.92 -3.66
F 0.92 4.34 -3.88
C -1.28 4.71 -4.16
C -2.53 4.34 -3.95
C -2.85 3.18 -3.21
C -1.92 2.28 -2.81
Cl -2.50 0.84 -1.76
C -0.08 -1.03 3.49
C -0.72 -1.62 4.65
C -0.22 -1.52 5.96
C 0.90 -0.65 6.04
C 1.56 -0.16 5.06
C 1.17 -0.36 3.74
O 1.95 0.29 2.75
C 3.14 1.03 3.02
C 3.74 0.41 4.34
O 2.71 0.40 5.34
H -1.13 -2.71 -0.03
H -0.98 -0.88 -0.28
H 1.50 -1.73 -0.90
H 0.65 -3.38 -0.92
H -2.53 -2.04 -4.57
H 1.79 0.11 -2.50
H 1.40 2.31 -2.11
H -1.05 5.66 -4.85
H -3.30 4.88 -4.46
H -3.93 2.90 -3.14
H -1.62 -2.24 4.39
H -0.79 -1.87 6.78
H 1.17 -0.50 7.14
H 2.86 2.03 2.92
H 3.83 0.83 2.21
H 4.56 1.01 4.66
H 4.12 -0.56 4.04
```

As for the electronic energy: -55077.3284 eV. The energy above the lowest of the compared OMol25 structures with the same formula, charge and spin is 115.1 kJ/mol. As for the frontier orbital gap: 0.2945 Ha. The SMILES is O=C(OCCn1c([N+](=O)[O-])cnc1/C=C\c1c(F)cccc1Cl)c1cccc2c1OCCO2. Its spin multiplicity is 1. The value obtained for the HOMO energy is -8.57 eV. Its net charge is 0.